[1]
{"formula": "C29H31IMnN7OS", "method": "ωB97M-V/def2-TZVPD", "species": ["Mn", "C", "C", "C", "C", "C", "C", "N", "C", "C", "C", "C", "C", "C", "N", "N", "C", "C", "C", "C", "C", "N", "H", "H", "H", "H", "H", "H", "H", "H", "H", "H", "H", "H", "H", "I", "C", "C", "C", "C", "N", "C", "H", "H", "H", "H", "C", "S", "C", "H", "H", "H", "H", "H", "H", "N", "C", "N", "C", "C", "O", "C", "C", "H", "H", "H", "H", "H", "H", "H", "H"], "coordinates": [[-0.313819, -0.562629, 0.338671], [5.163428, -1.138678, 0.563230], [4.591558, -0.025155, 1.163045], [3.242598, -0.033536, 1.500144], [2.474018, -1.157276, 1.236543], [3.046939, -2.278976, 0.648669], [4.391142, -2.268943, 0.310278], [1.077336, -1.146986, 1.552047], [0.621719, -1.907183, 2.597399], [1.447260, -2.454027, 3.601979], [0.865685, -3.136554, 4.638357], [-0.537492, -3.335027, 4.740093], [-1.357139, -2.842450, 3.773672], [-0.765246, -2.137505, 2.699509], [-1.442435, -1.638735, 1.618714], [-2.664123, -1.847701, 1.420827], [-3.076220, -1.320825, 0.179100], [-4.406430, -1.409135, -0.181578], [-4.776420, -0.964550, -1.440133], [-3.812045, -0.447514, -2.297756], [-2.508191, -0.375330, -1.854508], [-2.144648, -0.804124, -0.640157], [6.214501, -1.134857, 0.306166], [5.194991, 0.846584, 1.379526], [2.787517, 0.827274, 1.974147], [2.437090, -3.156729, 0.464824], [4.840045, -3.144491, -0.140898], [2.518089, -2.315183, 3.558064], [1.504578, -3.538956, 5.414700], [-0.944475, -3.883900, 5.577392], [-2.429135, -2.981464, 3.802363], [-5.113672, -1.830936, 0.518390], [-5.809310, -1.030187, -1.756365], [-4.062149, -0.112866, -3.294648], [-1.719101, 0.026695, -2.477534], [1.247054, -3.965299, -4.212367], [1.613677, -2.261947, -3.106895], [2.710552, -1.449426, -3.357800], [2.903344, -0.316752, -2.579881], [2.005085, -0.029751, -1.573174], [0.951422, -0.818271, -1.324469], [0.756930, -1.912179, -2.078625], [3.406659, -1.698776, -4.148436], [3.750865, 0.334232, -2.744677], [2.123921, 0.836730, -0.938499], [-0.100245, -2.530021, -1.839544], [-1.054387, 0.602025, 4.235184], [-1.188190, 1.291882, 2.578570], [0.180346, 2.457773, 2.670345], [-1.054666, 1.413496, 4.961083], [-0.148209, 0.007686, 4.353417], [-1.929587, -0.018851, 4.415852], [1.131141, 1.939885, 2.787475], [0.023791, 3.127648, 3.513875], [0.194670, 3.042079, 1.755442], [-0.367879, 1.519891, -0.342635], [-0.546756, 2.382327, -1.099321], [-0.729333, 3.348945, -1.948052], [-0.098238, 3.319613, -3.288701], [-1.171882, 3.034249, -4.320196], [-2.239579, 3.950604, -4.211247], [-2.875191, 3.892330, -2.949396], [-1.903452, 4.248137, -1.844966], [0.688584, 2.566484, -3.297553], [0.347745, 4.299632, -3.456490], [-1.544539, 2.006042, -4.200354], [-0.763345, 3.135835, -5.323693], [-3.281842, 2.884430, -2.778851], [-3.701102, 4.599858, -2.971094], [-2.341555, 4.156689, -0.852939], [-1.532248, 5.264625, -1.975658]], "forces_ev_per_angstrom": [[0.459, 0.179, 0.179], [-0.009, -0.016, -0.004], [-0.047, -0.025, 0.000], [0.130, 0.101, -0.043], [-0.296, 0.062, 0.108], [0.092, -0.126, -0.037], [-0.027, 0.036, 0.029], [-0.233, 0.115, -0.124], [0.207, -0.004, 0.004], [-0.050, 0.022, -0.026], [-0.126, -0.095, 0.124], [0.264, -0.021, 0.088], [0.052, 0.118, -0.236], [-0.199, -0.039, -0.032], [0.044, -0.265, 0.091], [-0.140, 0.192, -0.340], [-0.117, -0.246, 0.279], [-0.184, -0.014, -0.060], [-0.081, -0.031, 0.052], [0.044, 0.006, 0.000], [-0.034, 0.018, 0.011], [0.299, 0.122, 0.108], [-0.012, 0.003, 0.003], [-0.001, -0.010, -0.004], [0.009, -0.024, -0.015], [0.009, 0.006, -0.003], [-0.004, 0.015, 0.005], [-0.004, -0.002, 0.008], [-0.023, -0.003, -0.002], [0.032, 0.006, 0.003], [0.008, 0.012, -0.034], [-0.007, 0.007, -0.029], [0.015, 0.000, 0.010], [-0.016, -0.007, 0.018], [0.017, -0.006, 0.019], [-0.032, -0.145, -0.092], [0.000, 0.051, 0.049], [0.075, 0.081, 0.003], [0.045, -0.020, -0.039], [-0.068, -0.017, -0.019], [-0.223, -0.197, -0.098], [0.088, 0.108, 0.151], [-0.009, 0.010, 0.013], [-0.012, -0.011, -0.007], [0.011, 0.000, 0.014], [-0.029, 0.003, -0.003], [-0.081, -0.014, 0.094], [0.031, -0.022, -0.055], [0.047, 0.054, 0.017], [-0.028, 0.014, -0.021], [-0.001, 0.022, -0.023], [0.025, -0.018, -0.008], [-0.043, -0.010, 0.022], [-0.011, -0.004, -0.007], [0.014, 0.000, -0.020], [0.241, -0.042, -0.124], [-0.123, 0.099, -0.212], [0.013, -0.009, 0.116], [-0.009, 0.019, 0.232], [-0.099, 0.011, -0.100], [0.050, -0.002, 0.041], [-0.068, -0.062, -0.092], [0.221, 0.018, 0.071], [-0.002, -0.016, -0.014], [0.004, 0.016, -0.017], [-0.006, -0.020, 0.021], [-0.014, 0.007, -0.021], [-0.004, -0.003, 0.008], [-0.002, 0.018, -0.027], [-0.033, -0.033, -0.010], [-0.037, 0.031, 0.010]], "multiplicity": 5, "lumo_energy_ha": [-0.26665, -0.26836], "energy_ha": -3428.5929, "e_homo_ev": [-13.25, -13.43], "total_charge": 2, "e_above_lowest_kj_mol": 0.0, "orbital_gap_ev": [6.0, 6.1]}

***

[2]
{"formula": "C29H31IrN5O5PS", "method": "ωB97M-V/def2-TZVPD", "species": ["Ir", "O", "C", "O", "C", "P", "C", "C", "C", "C", "C", "C", "C", "C", "C", "C", "C", "C", "H", "H", "H", "H", "H", "H", "H", "H", "H", "H", "H", "H", "N", "N", "C", "N", "N", "N", "O", "O", "H", "H", "H", "H", "H", "O", "S", "C", "C", "C", "C", "C", "C", "C", "C", "C", "C", "C", "C", "C", "C", "H", "H", "H", "H", "H", "H", "H", "H", "H", "H", "H", "H", "H", "H"], "coordinates": [[0.527623, -0.795503, 0.138293], [-0.316815, -1.764655, 4.075917], [-0.236364, -1.984799, 2.893964], [0.131377, -1.028757, 2.069404], [-0.647661, -3.360481, 2.356746], [-0.344675, -3.949778, 0.647480], [-1.369377, -2.884614, -0.443515], [-1.715486, -1.554096, -0.149274], [-2.395326, -0.759064, -1.087088], [-2.723819, -1.284555, -2.321229], [-2.393140, -2.608853, -2.612317], [-1.721421, -3.401038, -1.688758], [1.281721, -3.151722, 0.269560], [2.307260, -3.159165, 1.250428], [3.622293, -2.989354, 0.893741], [3.973153, -2.808159, -0.452952], [2.997199, -2.768062, -1.423746], [1.652118, -2.923755, -1.067701], [-1.720702, -3.464017, 2.541304], [-0.186821, -4.097541, 3.017630], [-1.666960, -1.186269, 0.874092], [-2.671252, 0.253033, -0.815230], [-3.263513, -0.689844, -3.046247], [-2.676508, -3.033005, -3.567459], [-1.481890, -4.430047, -1.928780], [2.056844, -3.327806, 2.290476], [4.392875, -3.014843, 1.653194], [5.017153, -2.724294, -0.726245], [3.267213, -2.662488, -2.466997], [0.903213, -3.008419, -1.847983], [0.774224, -0.116890, -1.848719], [2.135817, 0.077014, -2.128616], [2.989512, 0.196857, -1.087590], [4.232054, 0.546575, -1.350187], [2.447049, -0.053791, 0.120876], [3.240615, 0.045922, 1.298220], [4.421384, 0.314728, 1.180842], [2.659631, -0.193671, 2.309271], [0.367026, -0.775428, -2.510264], [0.279081, 0.781228, -1.925170], [2.395677, 0.376132, -3.055684], [4.531985, 0.743550, -2.291069], [4.880375, 0.623139, -0.577685], [-0.442978, 0.917729, 0.506040], [0.172312, 1.892748, 1.566548], [-0.148327, 3.484528, 0.744133], [0.255400, 3.410427, -0.697959], [-0.701536, 3.165137, -1.677961], [-0.329291, 3.076121, -3.013487], [1.002246, 3.241887, -3.378403], [1.959745, 3.493005, -2.401884], [1.590958, 3.561384, -1.064976], [-1.044204, 1.954533, 2.932677], [-2.448420, 1.684832, 2.492144], [-3.300821, 2.719782, 2.113458], [-4.594519, 2.443128, 1.694513], [-5.048243, 1.131748, 1.664569], [-4.214041, 0.099908, 2.076051], [-2.919955, 0.375061, 2.488445], [0.442471, 4.219326, 1.294034], [-1.208068, 3.697001, 0.860456], [-1.743051, 3.058062, -1.397783], [-1.082558, 2.912666, -3.773120], [1.283232, 3.217967, -4.423612], [2.988634, 3.680312, -2.685347], [2.335748, 3.789432, -0.309327], [-0.912704, 2.958883, 3.342730], [-0.681889, 1.220494, 3.653108], [-2.978625, 3.752007, 2.191066], [-5.256977, 3.253892, 1.422535], [-6.063314, 0.918080, 1.357690], [-4.584435, -0.917048, 2.100460], [-2.279533, -0.416418, 2.862248]], "forces_ev_per_angstrom": [[-0.083, -0.874, -1.007], [-0.070, -0.078, -0.051], [-0.039, -0.146, -0.076], [0.320, 0.176, 0.364], [0.090, 0.206, 0.035], [0.018, -0.299, 0.050], [0.013, 0.091, -0.008], [0.262, 0.157, 0.303], [-0.018, 0.003, -0.124], [0.012, 0.093, 0.020], [0.020, -0.071, 0.006], [0.040, 0.007, -0.037], [-0.267, 0.356, 0.028], [0.158, 0.016, 0.039], [-0.073, -0.025, 0.055], [-0.062, -0.059, -0.080], [0.186, -0.091, 0.004], [-0.050, 0.176, 0.029], [-0.016, -0.030, 0.007], [-0.058, -0.025, 0.025], [-0.210, -0.094, -0.002], [-0.009, -0.016, 0.024], [-0.005, -0.006, -0.002], [-0.004, 0.002, -0.003], [-0.008, -0.001, -0.013], [0.017, -0.007, -0.005], [0.001, -0.009, 0.005], [0.005, 0.001, -0.005], [-0.006, -0.014, 0.008], [0.015, -0.061, 0.004], [-0.293, 0.061, 0.309], [0.096, -0.203, 0.030], [-0.163, 0.203, 0.059], [0.056, 0.049, 0.015], [-0.123, 0.071, 0.294], [0.078, -0.329, -0.119], [-0.026, 0.128, 0.019], [0.034, 0.186, 0.011], [0.103, 0.007, -0.079], [-0.050, -0.016, -0.046], [-0.018, 0.159, 0.015], [-0.033, -0.002, -0.007], [0.018, -0.019, -0.007], [0.127, 0.358, -0.230], [-0.057, 0.066, 0.007], [-0.011, -0.039, 0.082], [0.152, -0.119, 0.040], [-0.026, -0.074, -0.022], [-0.024, -0.023, -0.016], [0.046, -0.007, 0.017], [0.038, -0.009, -0.037], [-0.035, 0.095, 0.007], [0.059, 0.032, 0.033], [-0.006, 0.047, -0.029], [0.017, -0.014, -0.023], [-0.004, -0.009, 0.007], [-0.001, 0.002, 0.004], [-0.017, 0.000, -0.003], [-0.002, -0.009, 0.047], [-0.054, -0.007, 0.063], [-0.054, 0.027, -0.039], [0.001, 0.016, 0.013], [-0.011, 0.012, -0.009], [0.002, 0.015, -0.004], [-0.010, -0.024, 0.004], [-0.006, -0.019, -0.013], [0.026, -0.011, 0.056], [0.028, -0.037, -0.049], [0.018, 0.005, -0.006], [0.001, -0.004, -0.006], [-0.001, 0.001, -0.002], [-0.003, -0.002, 0.000], [-0.049, 0.052, 0.018]], "lumo_energy_ha": -0.25161, "energy_ha": -2616.9024, "e_homo_ev": -14.04, "total_charge": 2, "e_above_lowest_kj_mol": 48.6, "orbital_gap_ev": 7.2}